[1]
11
Properties=species:S:1:pos:R:3 method="wB97M-V/def2-TZVPD" total_charge=+1 largest_force_ev_per_a=4.75 multiplicity=6 homo_lumo_gap_ev="6.8 / 6.1"
Rh -2.019 0.659 -1.256
S -0.494 -0.600 1.179
F 2.084 -1.128 0.961
F 0.802 -2.824 0.575
F 1.021 -1.276 -0.913
O -1.482 -0.685 -0.004
O 0.067 0.810 1.264
O -0.552 1.981 -0.916
C 0.950 -1.516 0.388
H -0.011 1.680 -0.147
H -0.367 2.898 -1.131

=====

[2]
11
Properties=species:S:1:pos:R:3 method="wB97M-V/def2-TZVPD" relative_energy_ev=1.507 total_charge=0 largest_force_ev_per_a=1.83 multiplicity=1 homo_lumo_gap_ev=10.0
N -1.366 1.473 0.038
N 0.427 0.305 0.471
N -2.220 -1.693 -0.983
C -0.829 0.309 -0.053
C -1.526 -0.867 -0.563
C 1.630 -0.448 0.144
H 1.407 -1.492 -0.109
H -2.366 1.536 -0.031
H 2.283 -0.462 1.024
H 2.189 -0.004 -0.688
H 0.398 1.320 0.694

=====

[3]
10
Properties=species:S:1:pos:R:3 method="wB97M-V/def2-TZVPD" relative_energy_ev=3.399 total_charge=0 largest_force_ev_per_a=4.59 multiplicity=1 homo_lumo_gap_ev="7.8 / 8.0"
I -2.375 -1.923 -0.349
I -2.434 1.684 0.350
O -0.206 -1.628 1.511
O -0.143 2.099 -1.470
C -0.475 -1.460 0.218
C -0.510 1.454 -0.378
H 0.305 -1.936 -0.343
H 0.221 1.695 0.297
H -0.806 -1.200 2.151
H -0.567 1.981 -2.248

=====

[4]
11
Properties=species:S:1:pos:R:3 method="wB97M-V/def2-TZVPD" total_charge=+3 largest_force_ev_per_a=9.51 multiplicity=1 homo_lumo_gap_ev="9.0 / 5.6"
In 3.731 0.303 0.373
O 1.009 0.567 -1.213
O -2.166 0.036 0.334
O 2.232 -0.774 0.084
C -0.892 0.425 0.347
C 0.101 -0.303 -0.194
C 2.226 0.294 -0.919
Li -3.577 0.958 -0.177
Li -2.076 -1.584 1.120
H 0.090 -1.352 -0.495
H -0.678 1.430 0.739

=====

no.,E (eV),molecular weight (g/mol)
1,-29192.9372,253.99
2,-7660.9482,83.09
3,-22430.6970,313.86
4,-14833.1280,214.75